Entry from OMol25: a molecular structure, C53H51BrLuN5O4P2Si (the ωB97M-V functional and the def2-TZVPD basis).

Each line ends with the Mulliken charge.
Cartesian coordinates (Å):
Lu (-14.922, -15.420, 1.358)  1.686
C (-17.324, -18.766, 8.101)  -2.222
N (-16.210, -18.164, 8.873)  1.259
C (-16.220, -16.699, 9.166)  -1.550
P (-15.136, -15.832, 7.877)  0.519
C (-16.418, -14.666, 7.179)  0.071
C (-16.884, -13.510, 7.803)  0.000
C (-17.916, -12.784, 7.282)  -0.608
C (-18.425, -13.150, 6.029)  -0.718
C (-17.873, -14.245, 5.341)  -0.394
C (-16.885, -15.007, 5.901)  -0.263
C (-14.084, -14.629, 8.747)  0.556
C (-12.967, -14.055, 8.148)  -0.901
C (-12.047, -13.290, 8.833)  -0.537
C (-12.156, -13.076, 10.202)  -0.358
C (-13.294, -13.621, 10.837)  -0.534
C (-14.187, -14.373, 10.142)  -0.124
C (-15.423, -19.073, 9.650)  0.272
C (-14.072, -18.907, 9.755)  -0.242
C (-13.302, -19.940, 10.390)  -0.478
C (-13.849, -21.167, 10.787)  -0.705
C (-15.213, -21.294, 10.701)  -0.523
C (-16.038, -20.220, 10.329)  -0.511
P (-17.245, -18.739, 6.215)  1.398
C (-16.890, -20.478, 5.841)  0.180
C (-15.867, -21.097, 6.618)  -0.593
C (-15.587, -22.446, 6.532)  -0.787
C (-16.257, -23.210, 5.560)  -0.493
C (-17.285, -22.688, 4.802)  -0.633
C (-17.567, -21.277, 4.877)  -0.770
C (-19.008, -18.684, 6.017)  0.125
C (-19.583, -17.720, 5.204)  0.425
C (-20.983, -17.672, 4.956)  -0.739
C (-21.789, -18.559, 5.630)  -0.504
C (-21.228, -19.507, 6.497)  -0.722
C (-19.881, -19.605, 6.651)  -0.300
H (-18.250, -18.401, 8.539)  0.593
H (-17.331, -19.764, 8.423)  0.645
H (-15.925, -16.565, 10.230)  0.409
H (-17.239, -16.344, 9.025)  0.565
H (-16.294, -13.208, 8.674)  0.363
H (-18.329, -11.952, 7.919)  0.308
H (-19.219, -12.534, 5.486)  0.264
H (-18.203, -14.449, 4.310)  0.354
H (-16.336, -15.764, 5.376)  0.578
H (-12.852, -14.327, 7.143)  0.635
H (-11.250, -12.907, 8.252)  0.426
H (-11.307, -12.527, 10.731)  0.282
H (-13.376, -13.471, 11.950)  0.318
H (-15.038, -14.904, 10.638)  0.150
H (-13.572, -17.920, 9.474)  0.167
H (-12.253, -19.783, 10.689)  0.338
H (-13.244, -21.980, 11.168)  0.420
H (-15.704, -22.267, 10.884)  0.366
H (-17.124, -20.220, 10.458)  0.508
H (-15.328, -20.386, 7.218)  0.526
H (-14.763, -22.869, 7.038)  0.470
H (-15.898, -24.186, 5.372)  0.428
H (-17.942, -23.233, 4.096)  0.342
H (-18.334, -20.945, 4.237)  0.598
H (-18.822, -16.983, 4.894)  -0.178
H (-21.288, -16.902, 4.246)  0.423
H (-22.856, -18.384, 5.532)  0.345
H (-21.838, -20.241, 6.999)  0.400
H (-19.532, -20.494, 7.135)  0.411
C (-15.123, -17.380, -3.163)  -1.103
Si (-15.669, -15.984, -2.108)  -0.076
C (-15.712, -14.481, -3.149)  -0.905
C (-17.256, -16.685, -1.264)  -1.109
N (-14.566, -15.615, -0.731)  0.368
C (-13.329, -16.130, -0.893)  0.543
C (-12.373, -15.706, -1.941)  -0.875
C (-11.101, -16.275, -2.006)  -0.596
C (-10.599, -17.114, -1.021)  -0.916
C (-11.510, -17.479, 0.035)  -0.505
C (-12.782, -17.018, 0.032)  0.512
O (-13.603, -17.139, 1.199)  -0.389
C (-13.068, -17.635, 2.420)  0.643
C (-13.718, -18.790, 2.950)  -0.317
C (-13.120, -19.321, 4.153)  -0.458
C (-11.948, -18.787, 4.679)  -0.579
C (-11.370, -17.664, 4.176)  -1.241
C (-11.843, -17.190, 2.923)  -0.234
H (-15.001, -18.310, -2.586)  0.305
H (-14.175, -17.273, -3.701)  0.348
H (-15.941, -17.617, -3.874)  0.394
H (-15.867, -13.671, -2.393)  0.126
H (-16.532, -14.528, -3.895)  0.378
H (-14.795, -14.214, -3.688)  0.364
H (-18.003, -15.890, -1.110)  0.310
H (-17.089, -17.109, -0.270)  0.348
H (-17.804, -17.526, -1.847)  0.344
H (-12.880, -15.068, -2.644)  0.415
H (-10.493, -15.948, -2.915)  0.263
H (-9.596, -17.449, -0.907)  0.466
H (-11.120, -18.171, 0.764)  0.588
H (-14.588, -19.337, 2.540)  0.429
H (-13.456, -20.254, 4.634)  0.441
H (-11.456, -19.340, 5.475)  0.431
H (-10.608, -17.162, 4.710)  0.508
H (-11.241, -16.459, 2.394)  0.579
O (-13.026, -12.688, 3.303)  -0.605
N (-13.383, -13.744, 2.827)  0.744
O (-14.261, -14.519, 3.429)  -0.320
O (-13.075, -14.105, 1.600)  -0.528
N (-17.237, -17.052, 3.327)  -0.350
C (-16.473, -16.503, 2.617)  -0.387
Br (-17.145, -8.822, 1.259)  -0.154
C (-16.702, -10.666, 1.199)  0.297
C (-17.662, -11.549, 1.613)  -0.726
C (-17.353, -12.930, 1.472)  -0.289
N (-16.168, -13.310, 1.076)  -0.049
C (-15.357, -12.437, 0.460)  0.144
C (-15.543, -11.056, 0.525)  -0.647
H (-18.686, -11.293, 1.745)  0.466
H (-18.006, -13.737, 1.939)  0.319
H (-14.372, -12.809, -0.079)  0.139
H (-14.853, -10.442, -0.066)  0.408

Cartesian forces, eV/Å:
Lu -0.26 1.28 0.48
C 0.91 1.09 1.11
N -0.14 -0.26 0.45
C 0.62 -1.35 -0.08
P -0.46 0.57 -0.54
C 0.46 -0.35 -0.56
C 1.45 -1.09 0.75
C -1.23 1.12 0.12
C -0.75 0.53 -0.83
C -0.96 0.98 -0.84
C 0.78 0.33 1.12
C 0.79 0.48 2.28
C -1.24 -0.72 0.40
C -0.28 -0.06 0.45
C 0.43 0.31 0.10
C 1.77 1.10 1.92
C -2.13 -1.63 -0.84
C -2.23 -0.58 0.45
C 2.59 0.08 1.19
C 0.19 0.52 0.41
C 0.47 1.16 -0.71
C -2.19 -0.27 -0.05
C 1.36 1.01 -1.43
P 0.84 1.12 0.50
C -0.19 -1.90 -0.40
C -1.05 0.72 -0.71
C -0.58 0.75 -1.71
C -0.11 0.40 0.45
C -0.62 2.22 -0.51
C 1.48 -1.60 1.95
C -2.04 -0.78 -0.17
C 0.47 0.48 0.46
C 2.10 0.38 0.11
C -0.43 0.79 0.01
C -0.91 0.07 -0.42
C 0.77 0.19 -0.92
H -0.44 0.51 -0.66
H -0.02 -1.63 0.02
H -0.12 0.04 -0.75
H -0.07 0.08 0.12
H -0.74 0.14 0.08
H 0.42 -0.71 -1.16
H 1.09 -0.90 1.08
H 0.10 0.00 0.58
H -0.33 -0.48 -0.32
H 0.59 0.11 -1.53
H 0.90 0.42 -0.20
H -1.61 -0.77 -0.56
H -0.15 -0.28 -1.30
H 0.92 0.94 -0.03
H -0.71 -1.62 0.11
H -0.45 0.17 -0.71
H 0.09 0.15 -0.07
H 0.31 0.67 0.42
H 0.43 -0.36 -0.32
H 0.46 -0.32 0.67
H 0.68 -0.38 0.68
H -0.01 -1.10 0.06
H 0.95 -0.04 0.49
H -0.84 0.86 -0.45
H -1.15 -0.27 -0.58
H -0.50 -0.32 0.38
H -0.04 -0.60 0.05
H -0.33 0.03 0.03
H 0.54 -0.15 0.58
C 0.31 -1.39 -0.38
Si 0.58 -0.87 1.66
C -1.02 1.21 0.00
C -1.12 -0.18 -1.04
N -2.04 -0.32 -1.54
C 3.64 0.60 -1.80
C -2.11 -2.14 2.15
C 0.69 1.41 -1.86
C -2.61 -0.08 1.46
C 2.48 -0.30 -1.93
C -0.30 0.77 1.08
O 0.53 -0.98 0.36
C 0.16 -2.38 -0.30
C 1.26 0.03 2.08
C -0.32 -0.22 -1.61
C -0.64 -0.95 0.75
C -1.00 0.39 -2.21
C -0.39 0.60 1.24
H -0.08 0.24 0.08
H -0.25 0.24 -0.08
H 0.42 0.28 0.13
H -0.24 -0.18 -0.83
H 0.31 0.35 0.46
H -0.05 -0.42 0.23
H 0.01 -0.18 -0.05
H 0.34 0.03 -0.04
H 1.04 1.47 0.67
H 0.69 0.35 -0.56
H -0.51 -0.57 1.51
H 0.61 -0.23 -0.49
H -0.24 0.11 0.28
H 0.53 0.96 0.02
H -0.31 0.60 -0.57
H -0.27 0.34 0.28
H 1.07 0.25 0.03
H -0.43 0.29 0.09
O 0.04 -1.67 -0.59
N -1.39 0.64 0.24
O 1.68 1.00 -1.23
O -0.18 0.26 1.65
N 1.76 1.20 -1.86
C -2.45 -1.68 1.84
Br 0.16 -0.05 0.09
C -0.07 1.43 -0.96
C 0.29 -2.29 -1.17
C -1.17 0.54 2.47
N 1.18 -1.26 -1.47
C 2.48 0.64 -0.62
C -0.19 -1.41 -0.27
H -0.40 0.53 0.77
H 0.70 1.18 -0.92
H -2.32 0.40 1.27
H -0.50 0.15 0.77

The value obtained for the LUMO energy is -0.47 eV. The total energy comes out at -201543.586 eV. Its energy above the lowest of the compared OMol25 structures with the same formula, charge and spin is 0.0304 eV.


Entry from OMol25: a molecular structure, C6H18IO6Zn (the ωB97M-V functional and the def2-TZVPD basis).

Each line ends with the Mulliken charge.
Cartesian coordinates (Å):
Zn (-0.341, 0.668, -0.347)  0.836
I (-1.899, 0.716, -2.466)  -0.421
C (-0.307, -2.608, -0.782)  -0.451
C (-1.300, -3.727, -0.768)  -0.528
O (-1.562, -3.969, 0.623)  -0.532
O (-0.847, -1.483, -0.068)  -0.342
H (-0.096, -2.310, -1.809)  0.352
H (0.639, -2.908, -0.317)  0.247
H (-0.888, -4.603, -1.277)  0.383
H (-2.222, -3.420, -1.268)  0.301
H (-2.174, -4.706, 0.715)  0.302
H (-1.232, -1.865, 0.733)  0.259
C (1.842, 2.549, -1.332)  -0.424
C (2.104, 1.210, -2.034)  -0.596
O (1.570, 0.113, -1.263)  -0.425
O (0.594, 2.516, -0.593)  -0.289
H (1.793, 3.336, -2.081)  0.370
H (2.665, 2.756, -0.642)  0.339
H (3.175, 1.062, -2.140)  0.430
H (1.634, 1.198, -3.017)  0.298
H (2.224, -0.591, -1.276)  0.301
H (0.430, 3.418, -0.302)  0.250
C (-1.368, 1.427, 2.347)  -0.438
C (0.108, 1.156, 2.556)  -0.411
O (0.649, 0.356, 1.456)  -0.329
O (-1.740, 1.636, 0.974)  -0.474
H (-1.654, 2.275, 2.974)  0.426
H (-1.971, 0.603, 2.743)  0.283
H (0.227, 0.597, 3.483)  0.371
H (0.711, 2.063, 2.621)  0.342
H (1.571, 0.147, 1.633)  0.254
H (-2.335, 2.391, 0.925)  0.314

Cartesian forces, eV/Å:
Zn -1.07 -0.75 -1.29
I 0.44 0.09 0.36
C 0.30 0.28 -0.29
C -0.27 -0.15 0.39
O 0.13 -0.12 -0.26
O 0.20 -0.13 0.04
H -0.16 0.24 0.03
H -0.11 -0.11 0.07
H 0.01 -0.01 0.11
H 0.05 0.03 -0.09
H -0.02 0.06 0.01
H -0.07 0.07 0.08
C 0.27 -0.39 0.15
C -0.49 0.18 -0.15
O 0.43 0.45 0.08
O 1.11 0.28 -0.41
H 0.04 0.02 -0.05
H -0.15 0.07 0.08
H 0.07 0.19 -0.11
H -0.06 -0.06 0.05
H -0.23 -0.24 0.11
H -0.39 -0.06 0.09
C -0.73 -0.33 0.60
C 0.72 -0.13 -0.41
O -0.79 0.40 0.89
O 0.73 0.03 0.93
H 0.18 0.15 -0.16
H 0.20 -0.15 -0.27
H -0.04 0.04 0.07
H -0.19 0.12 -0.05
H 0.00 0.01 -0.14
H -0.07 -0.08 -0.45

The net charge is +1. The value obtained for the LUMO energy is -3.10 eV. The total energy comes out at -75312.459 eV. Its energy above the lowest of the compared OMol25 structures with the same formula, charge and spin is 0.0000 eV.


Entry from OMol25: C5H8O2 in the gas phase (the ωB97M-V functional and the def2-TZVPD basis).

Each line ends with the Mulliken charge.
Cartesian coordinates (Å):
C (0.500, -1.107, -1.390)  -1.452
C (0.122, -0.157, -0.290)  0.699
C (1.150, 0.644, 0.489)  -0.536
O (0.424, 0.473, 1.737)  -0.508
C (-0.535, -0.413, 1.022)  0.026
C (-1.298, 0.437, 0.085)  -0.272
O (-1.473, 1.773, 0.425)  -0.573
H (1.324, -1.775, -1.097)  0.334
H (-0.352, -1.731, -1.672)  0.325
H (0.820, -0.538, -2.267)  0.338
H (1.251, 1.693, 0.199)  0.252
H (2.138, 0.167, 0.546)  0.330
H (-0.971, -1.350, 1.375)  0.341
H (-2.200, -0.028, -0.352)  0.358
H (-0.900, 1.912, 1.192)  0.339

Cartesian forces, eV/Å:
C -0.24 0.15 -0.05
C -0.47 0.27 -0.32
C -0.10 0.07 -0.27
O -0.93 -1.13 -0.21
C 0.21 -0.05 0.67
C 0.64 -0.19 -0.32
O -0.12 -0.06 -0.47
H -0.20 0.22 0.05
H 0.07 0.05 -0.07
H -0.04 -0.16 -0.04
H 0.06 0.01 0.17
H -0.26 0.05 -0.02
H 0.62 0.36 0.69
H 0.78 0.32 0.04
H -0.02 0.09 0.14

The value obtained for the LUMO energy is 0.93 eV. The total energy comes out at -9407.018 eV. The SMILES is C[C@]12CO[C@H]1[C@H]2O. Its energy above the lowest of the compared OMol25 structures with the same formula, charge and spin is 2.8140 eV.


Entry from OMol25: a molecular structure, C18H15Co2O7 (the ωB97M-V functional and the def2-TZVPD basis).

Each line ends with the Mulliken charge.
Cartesian coordinates (Å):
O (3.255, -1.400, 1.496)  -0.440
C (2.221, -0.922, 1.321)  0.028
Co (0.718, -0.165, 1.003)  0.631
C (0.038, -0.380, 2.635)  -0.011
O (-0.298, -0.627, 3.716)  -0.436
C (1.076, 1.464, 0.551)  -0.010
O (1.398, 2.523, 0.208)  -0.456
C (0.327, -0.693, -0.844)  0.192
C (1.449, -0.683, -1.776)  0.810
C (2.110, 0.512, -2.106)  -0.149
C (3.312, 0.505, -2.807)  -0.733
C (3.813, -0.693, -3.312)  -0.427
C (3.124, -1.886, -3.069)  -0.515
C (1.941, -1.893, -2.311)  -0.581
C (-0.534, -1.714, -0.362)  0.627
C (-0.560, -2.990, 0.044)  -0.875
Co (-1.364, -0.191, -0.512)  -0.050
C (-1.322, 1.556, -0.845)  0.340
O (-1.318, 2.688, -1.088)  -0.395
C (-2.219, -0.264, 1.060)  -0.005
O (-2.896, -0.317, 2.006)  -0.398
C (-2.658, -0.735, -1.584)  0.108
O (-3.525, -1.036, -2.290)  -0.419
H (1.695, 1.443, -1.740)  0.393
H (3.841, 1.444, -2.921)  0.372
H (4.742, -0.687, -3.878)  0.359
H (3.521, -2.833, -3.451)  0.346
H (1.431, -2.846, -2.114)  0.322
H (-1.532, -3.478, 0.173)  0.157
H (0.367, -3.547, 0.216)  0.309
C (1.050, 3.797, 5.129)  -1.363
C (1.603, 3.361, 3.777)  0.615
C (2.116, 4.645, 3.141)  -1.375
O (0.666, 2.592, 2.995)  -0.512
H (1.935, 4.049, 5.736)  0.376
H (0.452, 4.722, 5.034)  0.311
H (0.462, 3.045, 5.664)  0.340
H (2.462, 2.713, 3.988)  0.199
H (3.009, 4.911, 3.712)  0.398
H (2.394, 4.555, 2.092)  0.350
H (1.399, 5.470, 3.245)  0.364
H (0.612, 3.077, 2.146)  0.203

Cartesian forces, eV/Å:
O 0.03 0.43 0.24
C 0.36 -1.52 -0.66
Co -1.70 1.04 0.71
C 0.11 -0.57 1.74
O 0.29 0.47 -1.37
C 0.58 1.59 0.05
O 0.01 -0.16 0.12
C 2.01 -1.98 0.75
C -0.09 -0.62 -0.95
C 0.13 -0.34 0.00
C -0.57 -0.11 0.11
C 0.02 -0.21 0.12
C -0.25 0.04 0.09
C 0.58 0.24 -0.16
C 3.14 -2.80 -0.97
C -0.57 -0.11 -0.47
Co -3.86 2.85 0.80
C -0.24 2.35 -0.96
O 0.05 -1.89 0.49
C -1.63 0.14 2.06
O 1.39 -0.01 -1.91
C -1.29 -0.08 -1.52
O 1.38 0.23 1.20
H 0.19 -0.12 -0.17
H 0.03 -0.08 -0.24
H -0.12 -0.11 0.11
H -0.15 0.36 0.08
H 0.17 0.57 0.04
H 0.44 0.01 0.45
H -0.37 0.05 -0.29
C -0.03 0.22 0.42
C -0.41 -0.23 0.30
C 0.19 0.05 -0.16
O 0.41 1.87 0.09
H -0.37 -0.02 0.08
H 0.08 -0.49 0.03
H 0.16 -0.04 -0.26
H -0.04 -0.12 -0.23
H 0.01 0.22 -0.19
H 0.06 -0.18 -0.08
H 0.05 -0.25 -0.11
H -0.17 -0.69 0.60

The net charge is -1. The value obtained for the LUMO energy is 2.98 eV. The total energy comes out at -108493.946 eV. Its energy above the lowest of the compared OMol25 structures with the same formula, charge and spin is 0.0000 eV.


Question: Look up the LUMO energy of the first one.
Answer: -0.47 eV